Record 1
ORCA calculation (ωB97M-V/def2-TZVPD) on 8 unconnected molecules or ions with the total composition C49H56NS at a distorted geometry.

Structure (ORCA input):
```
! wB97M-V def2-TZVPD RIJCOSX def2/J DEFGRID3
* xyz 1 1
C 4.851 0.462 -1.220
C 4.505 -0.025 -2.293
C 3.783 -0.620 -3.564
S 1.955 -0.691 -3.249
C 1.282 1.051 -3.075
C 0.337 1.114 -1.764
C -1.212 0.989 -2.090
C -1.614 -0.327 -2.898
N -2.049 -1.382 -1.919
H 4.839 0.807 -0.144
H 4.058 -0.065 -4.508
H 4.163 -1.688 -3.665
H 1.830 -1.273 -1.994
H 0.719 1.363 -4.017
H 2.165 1.748 -2.878
H 0.507 2.148 -1.306
H 0.699 0.355 -0.994
H -1.505 1.868 -2.759
H -1.807 1.049 -1.119
H -2.557 -0.061 -3.485
H -0.819 -0.686 -3.623
H -2.145 -2.294 -2.377
H -1.360 -1.393 -1.160
C 4.156 2.857 4.571
C 4.528 3.304 3.308
C 3.996 2.705 2.173
C 3.083 1.663 2.301
C 2.708 1.218 3.563
C 3.248 1.811 4.698
H 4.575 3.322 5.456
H 5.235 4.121 3.209
H 4.291 3.050 1.187
H 2.662 1.197 1.416
H 1.995 0.407 3.662
H 2.960 1.460 5.683
C 1.189 5.191 -5.634
C 1.426 5.379 -6.990
C 2.451 4.682 -7.621
C 3.232 3.788 -6.898
C 2.991 3.596 -5.542
C 1.972 4.301 -4.908
H 0.392 5.737 -5.141
H 0.813 6.071 -7.557
H 2.640 4.835 -8.678
H 4.027 3.241 -7.391
H 3.601 2.897 -4.977
H 1.789 4.156 -3.849
C 1.205 -4.280 5.248
C 0.316 -4.300 4.180
C -0.256 -3.116 3.728
C 0.070 -1.910 4.339
C 0.963 -1.890 5.405
C 1.528 -3.075 5.863
H 1.648 -5.204 5.602
H 0.067 -5.240 3.699
H -0.955 -3.132 2.899
H -0.372 -0.985 3.983
H 1.219 -0.948 5.881
H 2.219 -3.060 6.697
C -4.381 1.131 7.288
C -4.400 0.099 6.356
C -3.257 -0.662 6.138
C -2.098 -0.398 6.860
C -2.080 0.631 7.794
C -3.220 1.399 8.005
H -5.271 1.728 7.455
H -5.306 -0.111 5.798
H -3.270 -1.463 5.407
H -1.209 -0.995 6.693
H -1.177 0.836 8.358
H -3.205 2.205 8.730
C -1.800 7.601 -3.690
C -2.415 8.281 -2.645
C -2.978 9.533 -2.865
C -2.933 10.102 -4.133
C -2.322 9.421 -5.179
C -1.751 8.173 -4.958
H -1.358 6.626 -3.517
H -2.456 7.835 -1.657
H -3.451 10.066 -2.049
H -3.376 11.076 -4.306
H -2.289 9.864 -6.169
H -1.269 7.644 -5.773
C -2.959 -6.174 0.607
C -3.853 -6.200 -0.457
C -4.422 -5.018 -0.918
C -4.088 -3.807 -0.319
C -3.191 -3.781 0.743
C -2.630 -4.964 1.209
H -2.518 -7.096 0.968
H -4.107 -7.143 -0.928
H -5.124 -5.039 -1.744
H -4.528 -2.884 -0.681
H -2.930 -2.836 1.209
H -1.934 -4.945 2.041
C 1.530 -9.329 -0.364
C 0.908 -8.649 0.678
C 0.336 -7.402 0.451
C 0.376 -6.840 -0.820
C 0.994 -7.522 -1.862
C 1.575 -8.764 -1.633
H 1.979 -10.300 -0.186
H 0.871 -9.090 1.668
H -0.143 -6.869 1.265
H -0.075 -5.869 -0.997
H 1.024 -7.084 -2.854
H 2.061 -9.293 -2.445
*
```

Properties
HOMO-LUMO gap: 0.266 hartree
highest occupied orbital energy: -10.63 eV
LUMO: -3.38 eV

=====

Record 2
ORCA calculation (ωB97M-V/def2-TZVPD) on a molecular structure, C49H57BrCoI2N3O6 at a distorted geometry.

Structure (ORCA input):
```
! wB97M-V def2-TZVPD RIJCOSX def2/J DEFGRID3
* xyz -1 4
Co 12.699 16.849 9.382
C 14.514 16.726 15.992
C 15.590 17.441 15.147
C 15.676 18.869 15.703
C 16.969 16.809 15.300
C 15.177 17.526 13.673
C 14.023 16.953 13.189
C 13.825 16.911 11.766
N 12.774 16.354 11.158
C 11.780 15.491 11.506
C 11.814 14.466 12.486
C 10.649 13.666 12.653
C 9.539 14.035 11.898
C 9.480 14.977 10.891
C 10.670 15.622 10.633
O 10.903 16.465 9.684
C 8.221 15.192 10.024
C 7.765 16.684 10.016
C 7.061 14.425 10.543
C 8.581 14.666 8.615
C 10.732 12.399 13.538
C 10.832 11.171 12.651
C 11.842 12.522 14.622
C 9.428 12.416 14.345
C 14.659 17.705 10.889
O 14.198 17.894 9.706
C 15.870 18.273 11.461
C 15.987 18.200 12.795
C 16.780 19.148 10.606
C 15.951 20.361 10.106
C 17.260 18.288 9.405
C 17.918 19.842 11.376
H 14.843 16.645 17.064
H 14.179 15.784 15.658
H 13.579 17.350 15.983
H 15.378 18.741 16.786
H 14.987 19.567 15.218
H 16.669 19.286 15.705
H 17.238 16.638 16.341
H 17.805 17.359 14.817
H 16.934 15.804 14.874
H 13.363 16.286 13.760
H 12.719 14.163 12.925
H 8.649 13.433 12.029
H 7.440 16.990 11.035
H 6.963 16.870 9.313
H 8.601 17.350 9.807
H 6.969 14.519 11.605
H 7.170 13.340 10.379
H 6.101 14.701 10.096
H 9.354 15.312 8.179
H 7.710 14.785 8.006
H 8.983 13.628 8.595
H 11.693 11.150 11.977
H 9.871 11.064 12.101
H 10.981 10.328 13.405
H 12.850 12.613 14.287
H 11.762 11.620 15.178
H 11.675 13.355 15.252
H 8.547 12.452 13.699
H 9.388 13.282 15.048
H 9.385 11.487 14.940
H 16.781 18.705 13.347
H 15.006 20.176 9.560
H 16.547 20.928 9.447
H 15.718 20.966 10.963
H 16.376 17.987 8.924
H 17.896 17.479 9.828
H 17.840 18.833 8.685
H 17.533 20.534 12.151
H 18.588 20.390 10.690
H 18.518 19.121 11.889
Br 11.161 19.334 11.942
C 11.516 20.046 10.199
C 11.590 21.435 10.029
C 11.997 21.838 8.769
C 12.353 20.929 7.822
C 12.256 19.541 8.081
N 11.825 19.115 9.281
C 12.705 18.517 7.093
O 13.048 18.865 5.977
O 12.732 17.276 7.500
H 11.294 22.133 10.803
H 11.989 22.863 8.472
H 12.763 21.171 6.836
I 15.566 14.120 11.141
I 16.739 13.085 13.277
C 13.754 8.032 11.854
C 12.910 8.527 10.769
C 11.856 7.820 10.197
C 10.912 8.394 9.339
C 11.167 9.660 8.808
C 12.365 10.313 9.188
N 12.664 11.529 8.610
C 13.877 11.908 8.035
C 14.765 10.914 7.568
C 16.021 11.267 7.065
C 16.384 12.632 7.001
C 15.433 13.539 7.373
C 14.190 13.254 7.926
C 13.320 14.304 8.562
O 12.106 14.124 8.679
O 13.934 15.334 9.038
C 13.141 9.799 10.262
C 14.110 10.697 10.907
H 13.346 7.088 12.301
H 13.784 8.807 12.661
H 14.793 7.940 11.636
H 11.645 6.805 10.563
H 10.024 7.809 9.067
H 10.537 10.060 8.038
H 12.043 12.285 8.523
H 14.472 9.839 7.586
H 16.748 10.437 6.812
H 17.306 12.932 6.517
H 15.651 14.615 7.236
H 15.102 10.689 10.459
H 14.119 10.571 12.028
H 13.805 11.765 10.704
*
```

Properties
HOMO-LUMO gap (spin up / spin down): 0.203 / 0.216 hartree
highest occupied orbital energy (spin up / spin down): -4.33 / -4.86 eV
LUMO (spin up / spin down): 1.21 / 1.03 eV

=====

Record 3
ORCA calculation (ωB97M-V/def2-TZVPD) on 10 unconnected molecules or ions with the total composition C49H57BrF5N10O2.

Structure (ORCA input):
```
! wB97M-V def2-TZVPD RIJCOSX def2/J DEFGRID3
* xyz -1 1
C -0.136 -3.376 2.752
C 0.165 -3.845 1.335
C -0.985 -3.576 0.366
Br -2.400 -4.848 0.780
N -1.427 -2.171 0.481
C -2.860 -1.830 0.591
C -3.419 -1.817 2.028
O -4.446 -2.507 2.189
O -2.831 -1.053 2.799
C -0.740 -1.272 -0.346
F -1.435 -1.002 -1.530
F 0.403 -1.849 -0.794
C -0.395 0.045 0.328
C -1.367 0.941 0.780
C -1.002 2.126 1.407
C 0.338 2.459 1.578
C 1.300 1.581 1.107
C 2.750 1.924 1.247
F 2.955 3.226 1.482
F 3.448 1.646 0.117
F 3.383 1.276 2.223
C 0.943 0.377 0.501
H 0.675 -3.704 3.394
H -1.039 -3.844 3.119
H -0.220 -2.299 2.802
H 0.302 -4.920 1.371
H 1.071 -3.387 0.957
H -0.678 -3.843 -0.636
H -3.493 -2.403 -0.075
H -2.969 -0.806 0.268
H -2.417 0.749 0.672
H -1.760 2.796 1.774
H 0.618 3.373 2.065
H 1.735 -0.271 0.172
N -5.349 -4.356 -1.493
C -4.526 -3.959 -2.503
C -5.297 -3.757 -3.620
C -6.641 -4.060 -3.266
C -6.636 -4.425 -1.942
H -5.033 -4.560 -0.558
H -3.466 -3.849 -2.341
H -4.929 -3.442 -4.582
H -7.509 -4.002 -3.902
H -7.436 -4.719 -1.285
N 5.370 1.461 6.187
C 5.185 1.056 4.893
C 6.016 -0.008 4.666
C 6.728 -0.256 5.872
C 6.305 0.665 6.792
H 4.888 2.222 6.626
H 4.483 1.556 4.253
H 6.100 -0.551 3.740
H 7.458 -1.028 6.046
H 6.581 0.817 7.821
N 2.547 -2.849 9.361
C 2.952 -3.660 8.335
C 3.688 -2.901 7.466
C 3.730 -1.579 7.986
C 3.018 -1.579 9.155
H 1.985 -3.138 10.138
H 2.678 -4.700 8.310
H 4.143 -3.249 6.555
H 4.224 -0.730 7.546
H 2.803 -0.789 9.854
N -1.706 -1.242 -4.646
C -0.825 -0.837 -5.616
C -1.543 -0.597 -6.757
C -2.910 -0.864 -6.463
C -2.974 -1.259 -5.155
H -1.467 -1.471 -3.696
H 0.229 -0.752 -5.412
H -1.136 -0.263 -7.696
H -3.746 -0.774 -7.135
H -3.804 -1.542 -4.532
N 3.779 7.344 1.053
C 4.880 7.942 1.603
C 5.802 6.964 1.859
C 5.233 5.726 1.449
C 3.986 5.995 0.954
H 2.944 7.822 0.769
H 4.913 9.006 1.763
H 6.776 7.115 2.293
H 5.688 4.752 1.511
H 3.232 5.350 0.545
N -6.303 -0.805 -1.685
C -6.888 0.243 -2.340
C -7.025 1.272 -1.445
C -6.503 0.821 -0.201
C -6.064 -0.466 -0.385
H -6.091 -1.701 -2.095
H -7.155 0.168 -3.381
H -7.452 2.239 -1.657
H -6.452 1.374 0.722
H -5.610 -1.166 0.302
N -2.222 3.399 -2.367
C -3.374 4.137 -2.377
C -4.430 3.264 -2.387
C -3.895 1.947 -2.388
C -2.531 2.065 -2.377
H -1.292 3.774 -2.355
H -3.345 5.213 -2.369
H -5.472 3.535 -2.389
H -4.453 1.024 -2.387
H -1.757 1.318 -2.362
N 0.313 -3.953 -4.232
C 1.250 -4.235 -3.276
C 1.622 -5.545 -3.428
C 0.878 -6.073 -4.519
C 0.081 -5.065 -4.993
H -0.146 -3.067 -4.362
H 1.567 -3.487 -2.574
H 2.343 -6.068 -2.822
H 0.922 -7.076 -4.908
H -0.630 -5.043 -5.801
N 4.359 4.559 -2.475
C 4.768 4.142 -3.710
C 4.647 5.199 -4.572
C 4.143 6.299 -3.824
C 3.979 5.870 -2.534
H 4.338 3.989 -1.648
H 5.108 3.133 -3.870
H 4.891 5.186 -5.621
H 3.928 7.288 -4.191
H 3.625 6.379 -1.657
*
```

Properties
HOMO-LUMO gap: 0.261 hartree
highest occupied orbital energy: -5.23 eV
LUMO: 1.87 eV
energy above the lowest of the compared OMol25 structures with the same formula, charge and spin: 0.000 eV

=====

Record 4
ORCA calculation (ωB97M-V/def2-TZVPD) on 11 unconnected molecules or ions with the total composition C49H57N9O2 at a distorted geometry.

Structure (ORCA input):
```
! wB97M-V def2-TZVPD RIJCOSX def2/J DEFGRID3
* xyz 0 1
C 0.769 -2.620 -4.491
C 1.413 -3.062 -3.328
C 0.853 -4.084 -2.574
N -0.236 -4.748 -2.898
C -0.830 -4.318 -4.037
C -0.412 -3.264 -4.802
H 1.229 -1.839 -5.115
H 2.379 -2.567 -3.077
H 1.381 -4.497 -1.708
H -1.714 -4.807 -4.436
H -0.932 -2.991 -5.711
C -5.473 2.121 -4.388
C -5.393 2.979 -3.288
C -4.324 2.841 -2.462
N -3.319 1.976 -2.673
C -3.368 1.203 -3.760
C -4.423 1.260 -4.676
H -6.404 2.045 -4.989
H -6.215 3.621 -3.039
H -4.316 3.457 -1.599
H -2.566 0.483 -3.839
H -4.458 0.585 -5.539
C -2.082 -3.831 2.924
C -1.109 -3.476 3.879
C 0.074 -4.123 3.924
N 0.369 -5.058 3.061
C -0.541 -5.508 2.184
C -1.767 -4.833 2.048
H -3.070 -3.357 2.962
H -1.363 -2.596 4.501
H 0.867 -3.805 4.587
H -0.270 -6.363 1.580
H -2.451 -5.142 1.234
C -0.294 5.137 1.226
C -0.949 4.017 0.690
C -1.801 3.307 1.572
N -2.086 3.656 2.835
C -1.536 4.785 3.298
C -0.625 5.492 2.558
H 0.356 5.814 0.727
H -0.768 3.736 -0.348
H -2.311 2.432 1.161
H -1.778 5.001 4.376
H 0.006 6.262 2.971
C -4.631 -2.012 -1.235
C -4.518 -0.789 -0.622
C -4.491 -0.786 0.786
N -4.569 -1.908 1.522
C -4.789 -3.066 0.886
C -4.727 -3.168 -0.455
H -4.708 -2.117 -2.333
H -4.255 0.163 -1.155
H -4.288 0.145 1.283
H -4.890 -3.986 1.433
H -4.871 -4.162 -0.819
C 3.338 2.178 3.116
C 3.323 3.564 3.221
C 2.928 4.314 2.101
N 2.706 3.768 0.922
C 2.775 2.427 0.818
C 3.136 1.610 1.858
H 3.484 1.540 3.958
H 3.519 4.059 4.171
H 2.968 5.419 2.114
H 2.410 2.045 -0.083
H 3.230 0.562 1.776
C 1.204 -0.489 4.166
C 0.416 0.363 4.984
C 0.635 0.303 6.327
N 1.616 -0.445 6.880
C 2.346 -1.229 6.092
C 2.225 -1.225 4.747
H 0.937 -0.456 3.129
H -0.469 0.886 4.711
H 0.068 0.944 6.990
H 3.141 -1.829 6.554
H 2.955 -1.718 4.144
C 3.039 -3.568 1.001
C 2.457 -2.331 1.029
C 2.766 -1.420 0.026
N 3.634 -1.741 -0.942
C 4.240 -2.890 -0.953
C 3.911 -3.839 -0.066
H 2.857 -4.279 1.763
H 1.806 -2.020 1.780
H 2.283 -0.437 -0.114
H 4.980 -3.145 -1.679
H 4.323 -4.790 -0.061
C -0.520 -0.519 -1.523
C -0.933 -1.713 -1.004
C -1.235 -1.753 0.366
N -0.968 -0.727 1.189
C -0.430 0.369 0.692
C -0.241 0.550 -0.654
H -0.483 -0.420 -2.570
H -1.321 -2.492 -1.630
H -1.834 -2.635 0.722
H -0.328 1.258 1.312
H 0.141 1.511 -1.005
C 0.587 4.363 -3.716
C 1.184 4.728 -2.407
O 2.092 3.762 -1.978
H -0.154 5.058 -4.132
H 0.214 3.354 -3.722
H 1.386 4.399 -4.474
H 0.458 4.879 -1.628
H 1.704 5.688 -2.570
H 2.321 3.832 -1.052
C 2.904 0.572 -3.168
C 4.162 1.262 -2.648
O 5.170 0.381 -2.347
H 3.154 -0.094 -4.038
H 2.276 1.345 -3.652
H 2.509 0.037 -2.304
H 3.919 1.836 -1.778
H 4.466 1.906 -3.455
H 4.837 -0.501 -2.121
*
```

Properties
HOMO-LUMO gap: 0.358 hartree
SMILES string: c1ccncc1.c1ccncc1.c1ccncc1.c1ccncc1.c1ccncc1.c1ccncc1.c1ccncc1.c1ccncc1.c1ccncc1.CCO.CCO
highest occupied orbital energy: -9.32 eV
LUMO: 0.43 eV

=====

> What is the formula in the fourth record?

C49H57N9O2